*a*
Entry from the OMol25 dataset: a structure of composition C6H8O2 (wB97M-V/def2-TZVPD).

ORCA input file:
```
! RIJCOSX wB97M-V def2-TZVPD def2/J DEFGRID3
* xyz 0 1
C 0.02 -0.97 -0.50
C 0.39 1.72 0.69
C -0.06 -1.39 0.95
C 0.80 0.77 -0.41
C -0.41 0.39 -1.43
C -1.37 -0.55 -1.03
O 1.94 0.80 -0.88
O -2.49 -0.76 -0.69
H 0.54 -1.70 -1.11
H -0.02 0.32 -2.44
H 0.70 1.34 1.67
H -0.68 1.92 0.72
H 0.89 2.67 0.52
H 0.94 -1.46 1.38
H -0.66 -0.72 1.56
H -0.53 -2.38 1.00
*
```

Computed properties:
highest occupied orbital energy	-8.84	eV
HOMO-LUMO gap	8.92	eV
lowest unoccupied orbital energy	0.08	eV

*b*
Entry from the OMol25 dataset: the molecule C6H8O2 (wB97M-V/def2-TZVPD).

ORCA input file:
```
! RIJCOSX wB97M-V def2-TZVPD def2/J DEFGRID3
* xyz 0 1
C -0.60 -2.14 -0.09
C -0.76 -0.65 -0.06
O -2.00 -0.17 0.17
C -1.93 1.22 0.24
C -0.71 1.72 -0.08
C 0.23 0.65 -0.14
C 1.69 0.54 -0.28
O 2.47 -0.25 0.61
H 0.39 -2.23 -0.44
H -0.59 -2.69 0.79
H -1.32 -2.49 -0.87
H -2.85 1.76 0.60
H -0.38 2.77 -0.17
H 2.01 0.18 -1.30
H 2.19 1.63 -0.43
H 2.15 0.13 1.44
*
```

Computed properties:
highest occupied orbital energy	-7.82	eV
SMILES	Cc1occc1CO
HOMO-LUMO gap	8.70	eV
lowest unoccupied orbital energy	0.87	eV

Here are the energies relative to the best structure, in hartree: *a* 0.0539; *b* 0.0000.

*a*
Entry from the OMol25 dataset: a structure of composition C6H8O2 (wB97M-V/def2-TZVPD).

ORCA input file:
```
! RIJCOSX wB97M-V def2-TZVPD def2/J DEFGRID3
* xyz 0 1
C 2.39 -0.02 0.09
C 0.98 -0.75 0.26
C -1.03 -0.74 0.21
C -2.32 0.06 0.13
C -1.04 0.73 -0.23
C 1.10 0.72 -0.23
H 2.81 0.17 1.08
H 3.11 -0.19 -0.68
H 0.83 -0.86 1.38
H -0.94 -0.84 1.32
H -3.06 0.27 0.99
H -2.95 -0.25 -0.77
H -1.01 0.68 -1.34
H 1.02 0.66 -1.29
O -0.05 -1.53 -0.43
O 0.03 1.58 0.16
*
```

Computed properties:
highest occupied orbital energy	-9.19	eV
HOMO-LUMO gap	10.20	eV
lowest unoccupied orbital energy	1.01	eV

*b*
Entry from the OMol25 dataset: the molecule C6H8O2 (wB97M-V/def2-TZVPD).

ORCA input file:
```
! RIJCOSX wB97M-V def2-TZVPD def2/J DEFGRID3
* xyz 0 1
C 2.28 0.97 -0.26
C 0.84 0.32 -0.08
C 0.63 -1.11 0.47
C -0.82 -1.11 0.38
O -1.23 0.14 1.11
C -0.43 1.03 0.34
C -0.52 0.45 -0.97
O -1.23 -0.74 -0.99
H 2.70 0.44 -1.15
H 2.39 2.10 -0.32
H 2.97 0.81 0.69
H 1.03 -1.21 1.41
H 1.19 -1.68 -0.18
H -1.57 -1.95 0.71
H -0.25 2.12 0.50
H -0.66 0.83 -1.92
*
```

Computed properties:
highest occupied orbital energy	-9.00	eV
SMILES	C[C@@]12C[C@H]3O[C@@H]1[C@@H]2O3
HOMO-LUMO gap	9.89	eV
lowest unoccupied orbital energy	0.89	eV

*c*
Entry from the OMol25 dataset: the molecule C6H8O2 (wB97M-V/def2-TZVPD).

ORCA input file:
```
! RIJCOSX wB97M-V def2-TZVPD def2/J DEFGRID3
* xyz 0 1
C -1.41 -1.25 0.04
O -2.12 0.03 0.08
C -1.28 1.20 0.02
C 0.06 0.55 -0.50
C 0.02 -0.70 -0.46
C 1.33 -1.22 -0.03
O 2.25 -0.04 0.26
C 1.32 1.23 -0.13
H -1.78 -1.78 -0.74
H -1.45 -1.71 0.96
H -1.08 1.71 1.22
H -2.09 1.93 -0.47
H 1.68 -1.80 -0.93
H 1.41 -1.91 0.84
H 1.75 1.84 -0.93
H 1.41 1.91 0.78
*
```

Computed properties:
highest occupied orbital energy	-9.37	eV
SMILES	C1OCC2=C1COC2
HOMO-LUMO gap	10.31	eV
lowest unoccupied orbital energy	0.94	eV

Here are the energies relative to the best structure, in hartree: *a* 0.1577; *b* 0.0000; *c* 0.0486.

*a*
Entry from the OMol25 dataset: the molecule C6H8O2 (wB97M-V/def2-TZVPD).

ORCA input file:
```
! RIJCOSX wB97M-V def2-TZVPD def2/J DEFGRID3
* xyz 0 1
C -0.62 0.39 -1.61
C 0.58 -0.32 -1.54
O 1.42 -0.91 -0.52
C 1.22 -0.10 0.49
C 1.17 -0.41 1.93
C -0.09 -0.29 1.02
O -1.13 0.72 0.86
C -1.61 0.83 -0.61
H -0.73 0.54 -2.72
H 0.91 -1.00 -2.52
H 1.21 1.08 0.10
H 1.16 0.13 2.88
H 1.43 -1.36 2.54
H -0.55 -1.33 0.82
H -2.36 0.02 -0.67
H -2.02 2.02 -0.46
*
```

Computed properties:
highest occupied orbital energy	-8.98	eV
SMILES	C1=CO[C@@H]2C[C@H]2OC1
HOMO-LUMO gap	9.91	eV
lowest unoccupied orbital energy	0.93	eV

*b*
Entry from the OMol25 dataset: a cluster of 2 separate species, C6H8O2 in total (wB97M-V/def2-TZVPD).

ORCA input file:
```
! RIJCOSX wB97M-V def2-TZVPD def2/J DEFGRID3
* xyz 0 1
C 1.20 0.15 0.28
C 0.00 0.69 -0.75
C -0.25 -0.52 -1.43
C -0.20 -1.36 -0.41
C -0.15 -0.66 0.86
C -0.91 0.66 0.41
H 3.04 0.41 1.25
H 2.05 -0.57 -0.15
H 0.32 1.39 -1.53
H -0.50 -0.55 -2.42
H -0.83 -2.26 -0.25
H -0.18 -1.12 1.93
H -0.52 1.41 1.24
H -2.50 0.54 -0.71
O 1.77 0.95 1.37
O -2.34 0.84 0.31
*
```

Computed properties:
highest occupied orbital energy	-9.07	eV
HOMO-LUMO gap	8.81	eV
lowest unoccupied orbital energy	-0.26	eV

*c*
Entry from the OMol25 dataset: the molecule C6H8O2 (wB97M-V/def2-TZVPD).

ORCA input file:
```
! RIJCOSX wB97M-V def2-TZVPD def2/J DEFGRID3
* xyz 0 1
O 1.10 -1.85 -0.89
C 0.43 -1.12 -0.22
C 0.03 -1.20 1.29
O 1.15 -1.00 2.02
C -0.67 0.21 0.99
C -0.12 0.24 -0.36
C -0.78 0.85 -1.58
C 0.49 1.40 -1.11
H -0.68 -2.10 1.79
H 1.88 -1.59 1.72
H -1.76 0.11 0.92
H -0.36 1.06 1.52
H -1.75 1.22 -1.31
H -0.96 0.17 -2.44
H 1.44 1.25 -1.65
H 0.56 2.35 -0.70
*
```

Computed properties:
highest occupied orbital energy	-9.37	eV
SMILES	O=C1[C@@H](O)CC12CC2
HOMO-LUMO gap	10.28	eV
lowest unoccupied orbital energy	0.90	eV

*d*
Entry from the OMol25 dataset: a structure of composition C6H8O2 (wB97M-V/def2-TZVPD).

ORCA input file:
```
! RIJCOSX wB97M-V def2-TZVPD def2/J DEFGRID3
* xyz 0 1
C 0.15 -0.70 3.06
C 0.18 -0.09 1.66
C -0.30 -0.92 0.52
C -0.26 -0.39 -0.80
C 0.32 0.82 -1.46
C -0.03 1.12 -2.98
H -0.35 -1.76 3.18
H 0.68 -0.19 4.02
H 0.77 0.72 1.36
H -0.76 -1.83 0.77
H -0.67 -1.28 -1.16
H 0.88 1.53 -0.86
H 0.02 2.25 -3.76
H -0.76 0.32 -3.43
O -0.96 0.19 2.49
O 1.09 0.19 -2.61
*
```

Computed properties:
highest occupied orbital energy	-9.12	eV
HOMO-LUMO gap	9.86	eV
lowest unoccupied orbital energy	0.74	eV

Here are the energies relative to the best structure, in hartree: *a* 0.1485; *b* 0.1719; *c* 0.0000; *d* 0.1514.

*a*
Entry from the OMol25 dataset: a structure of composition C6H8O2 (wB97M-V/def2-TZVPD).

ORCA input file:
```
! RIJCOSX wB97M-V def2-TZVPD def2/J DEFGRID3
* xyz 0 1
C 1.72 -0.70 -0.83
C -2.41 0.36 -0.84
C -0.31 -0.05 0.46
C -0.99 -0.07 -0.68
C 1.16 -0.06 0.37
C 1.99 0.54 1.24
O 1.10 -1.22 -1.78
O -0.90 -0.08 1.71
H -0.23 -0.69 -1.64
H -0.27 -0.39 2.36
H 2.80 -0.59 -0.95
H -2.47 1.37 -1.26
H -2.92 0.37 0.12
H -2.95 -0.31 -1.52
H 3.06 0.46 1.14
H 1.62 1.06 2.11
*
```

Computed properties:
highest occupied orbital energy	-7.95	eV
HOMO-LUMO gap	7.41	eV
lowest unoccupied orbital energy	-0.54	eV

*b*
Entry from the OMol25 dataset: the molecule C6H8O2 (wB97M-V/def2-TZVPD).

ORCA input file:
```
! RIJCOSX wB97M-V def2-TZVPD def2/J DEFGRID3
* xyz 0 1
C 0.12 0.06 -1.61
C 0.66 0.81 -0.40
C -0.04 0.49 0.86
C -0.70 1.19 1.82
O -1.32 0.38 2.68
C -1.07 -0.92 2.35
C -0.23 -1.03 1.30
O 0.29 -2.13 0.62
H 0.91 -0.52 -2.12
H -0.56 0.64 -2.36
H -0.47 -0.70 -1.18
H 0.40 1.92 -0.66
H 1.84 0.68 -0.40
H -0.80 2.31 1.82
H -1.49 -1.59 3.11
H 0.27 -2.87 1.38
*
```

Computed properties:
highest occupied orbital energy	-8.75	eV
SMILES	CCc1cocc1O
HOMO-LUMO gap	9.40	eV
lowest unoccupied orbital energy	0.64	eV

Here are the energies relative to the best structure, in hartree: *a* 0.0360; *b* 0.0000.

*a*
Entry from the OMol25 dataset: a cluster of 2 separate species, C2ClF3O2S2 in total (wB97M-V/def2-TZVPD).

ORCA input file:
```
! RIJCOSX wB97M-V def2-TZVPD def2/J DEFGRID3
* xyz 0 1
C 1.19 0.51 -0.08
C -2.32 -0.12 -0.09
O 3.15 -1.42 -0.52
O -1.79 -0.87 -0.82
F 0.68 0.46 -1.32
F 1.08 1.79 0.30
F -3.64 0.09 -0.09
S 0.71 -0.82 1.03
S 2.65 -0.48 0.48
Cl -1.71 0.86 1.12
*
```

Computed properties:
highest occupied orbital energy	-10.19	eV
HOMO-LUMO gap	10.19	eV
lowest unoccupied orbital energy	0.01	eV

*b*
Entry from the OMol25 dataset: a structure of composition C2ClF3O2S2 (wB97M-V/def2-TZVPD).

ORCA input file:
```
! RIJCOSX wB97M-V def2-TZVPD def2/J DEFGRID3
* xyz 0 1
C 1.32 -0.53 0.28
C -1.28 -0.29 -0.36
O 0.51 1.64 -1.13
O -0.09 1.60 1.26
F 1.68 -0.80 1.51
F 2.36 -0.58 -0.52
F -1.79 0.01 -1.56
S -0.31 -1.80 -0.37
S 0.13 0.93 0.03
Cl -2.53 -0.19 0.86
*
```

Computed properties:
highest occupied orbital energy	-10.74	eV
HOMO-LUMO gap	9.92	eV
lowest unoccupied orbital energy	-0.82	eV

Here are the energies relative to the best structure, in hartree: *a* 0.0000; *b* 0.0210.